Entry 1:
DFT (the ωB97M-V functional and the def2-TZVPD basis) results for the ion C4H12NO with charge +1 in a non-equilibrium geometry.

XYZ file:
```
18
C4H12NO, DFT the ωB97M-V functional and the def2-TZVPD basis
N 0.767 -1.280 1.162
C -0.516 -0.486 1.634
C -1.276 -0.321 0.184
C -0.806 1.145 -0.467
C 0.175 0.887 -1.560
O 1.343 0.233 -1.080
H 1.287 -1.453 2.082
H 1.100 -0.579 0.425
H 0.648 -2.317 0.768
H -1.083 -1.058 2.307
H -0.183 0.475 2.235
H -1.022 -1.251 -0.381
H -2.363 -0.224 0.224
H -0.583 1.798 0.345
H -1.712 1.643 -0.789
H -0.299 0.311 -2.377
H 0.403 1.763 -2.035
H 2.233 0.645 -1.045
```

- Energy: -289.2944 a.u.
- Kohn-Sham gap: 11.8 eV
- Charge: +1
- E_HOMO: -15.163 eV
- Lowest unoccupied orbital energy: -0.1227 hartree

***

Entry 2:
DFT (the ωB97M-V functional and the def2-TZVPD basis) results for the ion C5H13N with charge -1 in a non-equilibrium geometry.

XYZ file:
```
19
C5H13N, DFT the ωB97M-V functional and the def2-TZVPD basis
C 0.130 2.047 -0.455
C 0.617 0.728 0.102
C -0.591 -0.207 0.527
C -0.521 -1.640 0.017
C -1.233 -1.857 -1.310
N 1.567 0.861 1.195
H -0.097 1.900 -1.529
H 0.963 2.743 -0.360
H -0.669 2.625 0.006
H 1.211 0.158 -0.634
H -1.489 0.233 0.076
H -0.573 -0.117 1.606
H -0.859 -2.343 0.794
H 0.485 -2.091 -0.021
H -0.956 -1.106 -2.037
H -2.331 -1.828 -1.257
H -1.079 -2.869 -1.711
H 1.476 1.668 1.782
H 2.334 0.216 1.247
```

- Energy: -252.9705 a.u.
- Kohn-Sham gap (spin up / spin down): 2.7 / 8.9 eV
- Charge: -1
- Spin multiplicity: 2
- E_HOMO (spin up / spin down): 1.590 / -4.684 eV
- Lowest unoccupied orbital energy (spin up / spin down): 0.1575 / 0.1566 hartree

***

Entry 3:
DFT (the ωB97M-V functional and the def2-TZVPD basis) results for a cluster of 2 separate species, C4H4N2 in total in a non-equilibrium geometry.

XYZ file:
```
10
C4H4N2, DFT the ωB97M-V functional and the def2-TZVPD basis
C -1.947 0.346 0.814
C -0.890 0.701 0.348
C 0.384 0.810 -0.349
C 0.324 1.769 -1.277
H -2.903 0.292 1.254
H 1.059 -0.028 -0.211
H -0.605 2.339 -1.340
H 1.147 2.002 -1.890
N 1.764 -4.062 0.783
N 1.668 -4.170 1.869
```

- Energy: -264.2588 a.u.
- Kohn-Sham gap: 10.3 eV
- E_HOMO: -9.301 eV
- Lowest unoccupied orbital energy: 0.0359 hartree

***

Entry 4:
DFT (the ωB97M-V functional and the def2-TZVPD basis) results for a structure of composition C20H43IrN2P3S2 in a non-equilibrium geometry.

XYZ file:
```
71
C20H43IrN2P3S2, DFT the ωB97M-V functional and the def2-TZVPD basis
Ir -0.069 0.085 0.261
P 1.691 1.151 1.391
P -1.589 1.703 0.716
P 0.590 1.247 -1.617
H -0.598 -2.797 0.471
C 0.199 -2.171 0.030
C 1.258 -1.670 0.827
H 1.269 -1.815 1.917
C 2.016 0.626 3.109
C 1.478 2.949 1.677
C 3.341 0.936 0.625
C -3.236 1.073 0.243
C -1.775 2.089 2.514
C -1.615 3.429 0.070
C 1.969 0.406 -2.485
C 1.262 2.965 -1.703
C -0.883 1.465 -2.686
H 0.447 -2.398 -1.018
H 2.242 -1.576 0.356
H 1.992 -0.459 3.238
H 1.273 1.051 3.797
H 3.017 0.985 3.384
H 0.560 3.158 2.239
H 1.441 3.508 0.740
H 2.331 3.317 2.266
H 3.475 -0.071 0.215
H 4.100 1.078 1.406
H 3.529 1.660 -0.176
H -3.907 1.930 0.100
H -3.640 0.415 1.023
H -3.190 0.506 -0.692
H -2.098 3.133 2.618
H -0.853 1.978 3.096
H -2.532 1.445 2.978
H -2.452 3.944 0.564
H -1.787 3.497 -1.007
H -0.705 3.984 0.315
H 1.779 0.474 -3.565
H 2.085 -0.657 -2.228
H 2.920 0.926 -2.278
H 1.391 3.168 -2.776
H 2.240 3.088 -1.223
H 0.556 3.706 -1.316
H -0.613 1.122 -3.691
H -1.199 2.518 -2.764
H -1.744 0.871 -2.355
C -0.824 -2.897 -4.325
C -1.914 -2.742 -5.206
C -1.963 -3.458 -6.408
C -0.956 -4.377 -6.741
C 0.025 -4.669 -5.782
C 0.075 -3.960 -4.573
S -0.455 -1.680 -3.123
H -1.365 -1.778 -2.080
H -2.683 -2.013 -4.943
H -2.795 -3.283 -7.093
H -0.944 -4.868 -7.721
H 0.764 -5.451 -5.973
H 0.821 -4.185 -3.810
S -1.489 -1.055 2.116
C -0.823 -1.046 3.702
N 0.262 -1.744 4.108
C 0.543 -1.568 5.525
C -0.480 -0.522 5.948
N -1.293 -0.360 4.757
H 0.658 -2.493 3.552
H 1.557 -1.184 5.685
H 0.441 -2.516 6.064
H 0.021 0.420 6.207
H -1.084 -0.830 6.807
H -2.066 0.288 4.700
```

- Energy: -2821.0787 a.u.
- Kohn-Sham gap (spin up / spin down): 5.2 / 4.5 eV
- Charge: +3
- Spin multiplicity: 5
- E_HOMO (spin up / spin down): -13.358 / -16.662 eV
- Lowest unoccupied orbital energy (spin up / spin down): -0.2986 / -0.4479 hartree

***

Entry 5:
DFT (the ωB97M-V functional and the def2-TZVPD basis) results for a cluster of 2 separate species, C7H10O in total in a non-equilibrium geometry.

XYZ file:
```
18
C7H10O, DFT the ωB97M-V functional and the def2-TZVPD basis
C -1.322 -2.229 -0.078
C -0.543 -1.014 -0.449
C -0.666 -0.418 -1.701
C 0.087 0.702 -1.992
C 0.999 1.224 -1.073
C 1.224 0.534 0.108
C 0.446 -0.570 0.421
H -2.176 -2.395 -0.741
H -0.783 -3.168 0.004
H -1.800 -2.121 0.910
H -1.453 -0.807 -2.335
H 0.092 1.260 -2.914
H 1.516 2.148 -1.310
H 1.842 0.987 0.834
H 0.612 -1.091 1.351
O 0.656 1.993 3.177
H 0.684 2.095 2.223
H 0.585 2.870 3.566
```

- Energy: -347.9610 a.u.
- Kohn-Sham gap: 10.0 eV
- E_HOMO: -9.108 eV
- Lowest unoccupied orbital energy: 0.0332 hartree

***

Entry 6:
DFT (the ωB97M-V functional and the def2-TZVPD basis) results for a structure of composition C8H4AlCl3DyNO3 in a non-equilibrium geometry.

XYZ file:
```
21
C8H4AlCl3DyNO3, DFT the ωB97M-V functional and the def2-TZVPD basis
Dy 2.105 4.015 1.072
Al 0.501 -0.186 -1.118
Cl 0.090 2.789 0.484
Cl 2.583 -0.429 -1.210
C -0.084 -0.372 -3.113
C 1.301 5.758 -0.215
C 2.661 3.854 -1.180
O -0.232 -0.513 -4.257
O 0.788 6.425 -1.019
O 2.494 3.545 -2.283
Cl 0.273 -4.843 1.565
C -0.475 -3.319 1.286
C -1.691 -2.980 1.883
C -2.236 -1.724 1.639
C -1.598 -0.843 0.781
N -0.425 -1.194 0.150
C 0.168 -2.419 0.423
H -2.171 -3.695 2.532
H -3.188 -1.392 2.097
H -1.972 0.165 0.544
H 1.108 -2.642 -0.060
```

- Energy: -3094.1021 a.u.
- Kohn-Sham gap (spin up / spin down): 1.9 / 7.3 eV
- Charge: +4
- Spin multiplicity: 6
- E_HOMO (spin up / spin down): -20.618 / -22.894 eV
- Lowest unoccupied orbital energy (spin up / spin down): -0.6877 / -0.5714 hartree

***

> What is the energy in the fifth record?

-347.9610 a.u.

***

> Which of these has the lowest energy?

C8H4AlCl3DyNO3

***

What did the sixth record say?
DFT (the ωB97M-V functional and the def2-TZVPD basis) results for a structure of composition C8H4AlCl3DyNO3 in a non-equilibrium geometry.

XYZ file:
```
21
C8H4AlCl3DyNO3, DFT the ωB97M-V functional and the def2-TZVPD basis
Dy 2.105 4.015 1.072
Al 0.501 -0.186 -1.118
Cl 0.090 2.789 0.484
Cl 2.583 -0.429 -1.210
C -0.084 -0.372 -3.113
C 1.301 5.758 -0.215
C 2.661 3.854 -1.180
O -0.232 -0.513 -4.257
O 0.788 6.425 -1.019
O 2.494 3.545 -2.283
Cl 0.273 -4.843 1.565
C -0.475 -3.319 1.286
C -1.691 -2.980 1.883
C -2.236 -1.724 1.639
C -1.598 -0.843 0.781
N -0.425 -1.194 0.150
C 0.168 -2.419 0.423
H -2.171 -3.695 2.532
H -3.188 -1.392 2.097
H -1.972 0.165 0.544
H 1.108 -2.642 -0.060
```

- Energy: -3094.1021 a.u.
- Kohn-Sham gap (spin up / spin down): 1.9 / 7.3 eV
- Charge: +4
- Spin multiplicity: 6
- E_HOMO (spin up / spin down): -20.618 / -22.894 eV
- Lowest unoccupied orbital energy (spin up / spin down): -0.6877 / -0.5714 hartree

***

Please write out number 6 again, unchanged.
DFT (the ωB97M-V functional and the def2-TZVPD basis) results for a structure of composition C8H4AlCl3DyNO3 in a non-equilibrium geometry.

XYZ file:
```
21
C8H4AlCl3DyNO3, DFT the ωB97M-V functional and the def2-TZVPD basis
Dy 2.105 4.015 1.072
Al 0.501 -0.186 -1.118
Cl 0.090 2.789 0.484
Cl 2.583 -0.429 -1.210
C -0.084 -0.372 -3.113
C 1.301 5.758 -0.215
C 2.661 3.854 -1.180
O -0.232 -0.513 -4.257
O 0.788 6.425 -1.019
O 2.494 3.545 -2.283
Cl 0.273 -4.843 1.565
C -0.475 -3.319 1.286
C -1.691 -2.980 1.883
C -2.236 -1.724 1.639
C -1.598 -0.843 0.781
N -0.425 -1.194 0.150
C 0.168 -2.419 0.423
H -2.171 -3.695 2.532
H -3.188 -1.392 2.097
H -1.972 0.165 0.544
H 1.108 -2.642 -0.060
```

- Energy: -3094.1021 a.u.
- Kohn-Sham gap (spin up / spin down): 1.9 / 7.3 eV
- Charge: +4
- Spin multiplicity: 6
- E_HOMO (spin up / spin down): -20.618 / -22.894 eV
- Lowest unoccupied orbital energy (spin up / spin down): -0.6877 / -0.5714 hartree